ORCA calculation (ωB97M-V/def2-TZVPD) on a 10-piece molecular cluster, C48H103BN10O16 overall at a distorted geometry.

```
! wB97M-V def2-TZVPD RIJCOSX def2/J DEFGRID3
* xyz 0 1
C 5.74 -3.96 -0.84
C 5.06 -4.79 -1.93
C 3.93 -4.00 -2.61
C 2.60 -4.16 -1.89
O 1.74 -3.09 -2.29
C 0.55 -3.02 -1.56
C -0.64 -3.61 -2.26
O -0.66 -4.63 -2.85
O -1.72 -2.86 -2.10
C -1.42 -1.50 -1.60
B -2.47 -1.29 -0.37
C -3.44 -2.41 0.09
O -2.52 -0.08 0.28
N -1.63 -0.58 -2.73
C -1.48 -1.22 -4.06
C -2.80 0.24 -2.70
C -2.62 1.63 -2.14
O -3.82 -0.09 -3.21
C 0.12 -1.57 -1.17
C 0.32 -1.41 0.35
C 1.82 -1.48 0.68
O 2.01 -2.29 1.86
O 0.90 -0.52 -1.68
C 1.21 -0.36 -3.08
C 2.69 -0.01 -3.23
C 3.17 -0.36 -4.64
C 2.98 1.46 -2.83
C 3.33 1.66 -1.33
C 4.71 2.30 -1.17
C 2.27 2.49 -0.57
H 6.60 -4.47 -0.40
H 6.06 -2.98 -1.22
H 5.03 -3.75 -0.03
H 4.65 -5.70 -1.48
H 5.79 -5.10 -2.69
H 4.16 -2.93 -2.59
H 3.81 -4.27 -3.67
H 2.77 -4.10 -0.80
H 2.12 -5.12 -2.10
H 0.66 -3.62 -0.64
H -2.97 -3.40 0.08
H -4.32 -2.46 -0.57
H -3.78 -2.22 1.11
H -1.88 0.56 -0.04
H -0.61 -1.86 -4.09
H -2.36 -1.80 -4.34
H -1.32 -0.44 -4.81
H -1.69 1.74 -1.58
H -3.49 1.91 -1.54
H -2.56 2.30 -3.01
H -0.08 -0.45 0.67
H -0.19 -2.21 0.90
H 2.38 -1.89 -0.16
H 2.21 -0.47 0.87
H 2.95 -2.47 1.93
H 1.00 -1.26 -3.65
H 0.58 0.45 -3.46
H 3.22 -0.65 -2.51
H 3.07 -1.44 -4.82
H 4.23 -0.10 -4.75
H 2.61 0.18 -5.41
H 3.82 1.82 -3.45
H 2.11 2.06 -3.08
H 3.35 0.67 -0.86
H 5.49 1.71 -1.68
H 4.70 3.31 -1.60
H 4.99 2.39 -0.12
H 1.67 1.86 0.10
H 1.57 2.99 -1.26
H 2.73 3.27 0.03
C 0.28 -4.95 -8.00
N 0.54 -3.87 -7.07
C 1.37 -4.12 -5.91
C 0.03 -2.63 -7.24
O 0.24 -1.71 -6.45
H -0.22 -5.77 -7.49
H 1.21 -5.31 -8.43
H -0.36 -4.60 -8.81
H 0.83 -3.94 -4.98
H 2.25 -3.47 -5.92
H 1.69 -5.16 -5.94
H -0.59 -2.52 -8.13
C -3.04 -0.61 -12.15
N -2.01 -1.17 -11.30
C -0.95 -0.31 -10.80
C -1.99 -2.47 -10.95
O -1.14 -2.97 -10.24
H -2.61 -0.19 -13.06
H -3.58 0.18 -11.63
H -3.74 -1.39 -12.42
H 0.03 -0.67 -11.13
H -0.94 -0.30 -9.71
H -1.11 0.70 -11.17
H -2.83 -3.05 -11.37
C -1.38 -1.91 6.17
N -1.83 -2.44 4.90
C -0.92 -2.38 3.76
C -3.05 -2.96 4.71
O -3.44 -3.41 3.64
H -1.13 -0.86 6.05
H -0.52 -2.47 6.54
H -2.19 -2.00 6.90
H -1.35 -1.77 2.96
H -0.72 -3.38 3.37
H 0.01 -1.92 4.08
H -3.67 -2.96 5.62
C -8.28 -6.15 3.39
N -6.85 -6.29 3.19
C -6.07 -5.13 2.80
C -6.23 -7.48 3.34
O -5.04 -7.67 3.18
H -8.77 -5.80 2.48
H -8.49 -5.43 4.19
H -8.70 -7.11 3.67
H -5.59 -5.30 1.83
H -5.28 -4.91 3.52
H -6.74 -4.27 2.72
H -6.93 -8.29 3.64
C -0.36 4.34 4.22
N -0.61 3.21 5.09
C -0.06 3.23 6.44
C -1.33 2.16 4.70
O -1.55 1.18 5.40
H 0.71 4.48 4.06
H -0.78 5.25 4.67
H -0.84 4.17 3.26
H 0.61 2.39 6.59
H -0.87 3.18 7.17
H 0.49 4.16 6.58
H -1.70 2.24 3.67
C 7.86 0.47 -4.49
N 8.18 -0.35 -3.33
C 9.44 -1.06 -3.28
C 7.33 -0.47 -2.29
O 7.55 -1.14 -1.30
H 7.84 -0.14 -5.39
H 8.60 1.26 -4.62
H 6.88 0.92 -4.35
H 9.27 -2.13 -3.19
H 10.02 -0.74 -2.41
H 10.00 -0.86 -4.19
H 6.39 0.11 -2.42
C -5.37 6.75 5.65
N -4.33 5.76 5.88
C -4.44 4.44 5.29
C -3.24 6.03 6.62
O -2.35 5.23 6.84
H -6.33 6.39 6.04
H -5.48 6.96 4.59
H -5.12 7.67 6.17
H -4.44 3.67 6.06
H -3.60 4.24 4.62
H -5.37 4.38 4.72
H -3.24 7.05 7.03
C 3.04 -1.57 4.97
N 3.37 -0.41 5.77
C 4.35 -0.53 6.83
C 2.79 0.79 5.57
O 3.06 1.79 6.21
H 2.64 -2.38 5.59
H 3.93 -1.94 4.45
H 2.29 -1.31 4.23
H 3.92 -0.27 7.80
H 5.19 0.15 6.66
H 4.72 -1.55 6.86
H 2.04 0.78 4.76
C -3.98 12.89 5.97
N -4.29 11.74 6.78
C -3.73 11.64 8.12
C -5.07 10.74 6.34
O -5.35 9.75 7.00
H -2.91 12.98 5.80
H -4.33 13.81 6.45
H -4.48 12.80 5.00
H -3.11 10.75 8.22
H -4.53 11.57 8.86
H -3.13 12.52 8.32
H -5.45 10.89 5.32
*
```

Orbital gap (eV): 9.0
Max |F| (eV Å⁻¹): 2.13
E_tot (eV): -99785.368
Structure (SMILES): CCCCO[C@@H]1C(=O)O[C@](B(C)O)(N(C)C(C)=O)[C@]1(CCO)OC[C@@H](C)CC(C)C.CN(C)C=O.CN(C)C=O.CN(C)C=O.CN(C)C=O.CN(C)C=O.CN(C)C=O.CN(C)C=O.CN(C)C=O.CN(C)C=O